Version one
DFT (ωB97M-V/def2-TZVPD) results for a 2-piece molecular cluster, CH3NO4 overall.

The geometry in XYZ format:
```
9
Properties=species:S:1:pos:R:3:mulliken_charge:R:1
O -1.5839 -0.2144 -0.0438 -0.4250
O 0.3929 -0.9711 0.9607 -0.4524
O 1.4873 1.0699 0.4293 -0.6629
O -0.1132 1.8359 -0.7878 -0.5185
N 0.4347 0.9594 -0.2274 1.0404
C -0.2552 -0.3176 -0.0422 0.0252
H 1.2077 -0.4421 1.2205 0.4075
H -2.0556 -1.0779 -0.0984 0.3698
H 0.4853 -0.8422 -1.4108 0.2159
```

Properties
- HOMO energy (hartree) = -0.382


Version two
DFT (ωB97M-V/def2-TZVPD) results for a 2-piece molecular cluster, CH3NO4 overall.

The geometry in XYZ format:
```
9
Properties=species:S:1:pos:R:3:mulliken_charge:R:1
O -0.8230 1.7121 -0.1402 -0.6335
O 1.1671 0.4113 -1.0745 -0.3973
O -1.8599 -0.0682 0.3923 -0.5169
O 0.7027 -0.7135 1.3514 -0.6805
N -0.9386 0.5195 -0.0551 1.0576
C 0.1692 -0.2413 -0.5636 0.1197
H 1.1018 1.4253 -0.9343 0.4158
H 0.0707 -1.3855 -0.5182 0.3500
H 0.4101 -1.6596 1.5423 0.2850
```

Properties
- HOMO energy (alpha / beta) (hartree) = -0.381 / -0.381


version one takes first place; second place is 0.0196 hartree up.


Version one
DFT (ωB97M-V/def2-TZVPD) results for one molecule with the formula C22H23N3O3.

The geometry in XYZ format:
```
51
Properties=species:S:1:pos:R:3:mulliken_charge:R:1
O 1.3991 -0.0960 2.3890 -0.8057
O 4.4059 -0.1322 -1.9421 -0.5052
O 1.9965 3.3427 -0.9202 -0.6808
N -0.3842 1.0788 1.6467 0.7393
N 2.5998 1.8370 0.6415 0.0369
N -1.5281 1.1965 0.9782 -0.9158
C -1.7033 -3.5718 0.5123 -0.7211
C 0.1498 2.3355 2.1464 -1.0750
C -0.3833 -1.2889 1.3584 -0.1460
C -2.2669 -2.3397 0.2718 -0.5384
C 3.2725 0.3441 -1.2299 0.2475
C 3.7117 1.3357 -0.1343 -1.1830
C 2.5479 -0.8908 -0.6563 0.0695
C -5.4561 1.5510 -0.5185 -0.7002
C -4.3123 1.2815 0.2093 -0.2592
C 0.6240 3.2496 1.0199 -0.4812
C -3.5116 -0.1181 -1.5722 -0.3530
C 3.2623 -2.0679 -1.3207 -0.5474
C -2.1164 0.1634 0.4707 0.5564
C -5.6328 0.9863 -1.7710 -0.3686
C -0.4740 -3.6794 1.1619 -0.7780
C 0.1768 -2.5470 1.5919 -0.3774
C -3.3370 0.4326 -0.3053 0.0647
C 4.6461 -1.4719 -1.5713 -0.5636
C -1.6037 -1.1716 0.6689 0.8629
C -4.6552 0.1594 -2.2987 -0.7626
C 0.2992 -0.0943 1.8427 0.3982
C 1.7936 2.7955 0.1457 0.4893
H -2.2207 -4.4667 0.1995 0.4343
H 2.3272 1.2845 1.4453 0.2858
H 5.2565 -1.5176 -0.6568 0.2526
H -0.2119 3.4415 0.3433 0.3137
H -3.2293 -2.2655 -0.2108 0.5869
H -6.5265 1.1969 -2.3392 0.3915
H -2.7381 -0.7396 -2.0000 0.5666
H -4.1636 1.7191 1.1844 0.4243
H 1.4817 -0.8736 -0.8767 0.0237
H 2.6467 0.8883 -1.9466 0.3731
H 2.7892 -2.3159 -2.2713 0.2852
H 4.2018 2.1809 -0.6237 0.2810
H 2.6780 -0.9330 0.4252 0.0592
H -0.6593 2.8404 2.6821 0.4324
H -6.2116 2.2051 -0.1094 0.3828
H 3.2930 -2.9563 -0.6942 0.3262
H 4.4163 0.8493 0.5427 0.3960
H -0.0436 -4.6535 1.3383 0.4313
H 1.1159 -2.5974 2.1212 0.4984
H 0.9172 4.2095 1.4517 0.3572
H 5.1922 -1.9471 -2.3872 0.3718
H 0.9495 2.0985 2.8502 0.4352
H -4.7810 -0.2680 -3.2825 0.3882
```

Properties
- HOMO energy (hartree) = -0.323


Version two
DFT (ωB97M-V/def2-TZVPD) results for one molecule with the formula C22H23N3O3.

The geometry in XYZ format:
```
51
Properties=species:S:1:pos:R:3:mulliken_charge:R:1
O 1.2953 0.1736 1.6489 -0.6270
O 5.0060 1.4202 -0.6971 -0.6594
O 1.3453 1.3891 -1.5158 -0.6798
N -0.7043 1.7493 -0.6782 0.1080
N -2.5466 -0.1618 0.3771 0.0835
N 3.0863 1.1242 0.5361 0.3043
C -6.1565 0.6511 0.0640 -0.8914
C 4.9862 -1.7360 -0.6932 -0.4832
C -4.4680 -1.5596 -0.0860 0.7045
C -6.6806 -0.5910 -0.2408 -0.6428
C 4.6588 -3.0750 -0.5008 -0.4559
C 3.0048 -1.1578 0.5652 0.4476
C 4.1439 -0.7881 -0.1522 -0.0394
C -1.6362 -0.4982 -0.6981 -0.5873
C -3.6249 -2.8017 -0.0599 -1.7117
C 0.6389 1.8989 -0.6626 0.6931
C 2.3139 0.0796 1.0031 0.2012
C 3.5265 -3.4418 0.2096 -0.5817
C -4.7965 0.7997 0.2593 -0.3940
C -5.8322 -1.6822 -0.2997 -0.5738
C 4.1952 0.6915 -0.1887 0.4007
C -2.0300 0.9222 1.1806 -1.0199
C -1.2817 0.7372 -1.5417 -1.2164
C -1.6400 2.1575 0.3438 -0.7859
C 2.7345 2.5301 0.5639 -1.0033
C -3.9249 -0.2860 0.1600 0.9267
C 1.2255 2.7510 0.4587 -0.6252
C 2.6784 -2.4836 0.7565 -0.3868
H -7.7396 -0.7140 -0.4094 0.3815
H -6.2406 -2.6641 -0.4948 0.4232
H -4.4147 1.7817 0.4926 0.2839
H -2.7594 1.1872 1.9465 0.6286
H -6.8039 1.5125 0.1419 0.3923
H -2.1814 1.1431 -2.0154 0.3749
H 1.0345 3.8067 0.2567 0.4885
H 5.2967 -3.8419 -0.9145 0.3938
H -0.5469 0.4808 -2.3054 0.4887
H 0.7629 2.4761 1.4051 0.4358
H -0.7120 -0.8919 -0.2586 0.2275
H -3.3050 -3.0913 -1.0617 0.2959
H -4.2041 -3.6276 0.3487 0.4909
H -1.1210 0.5532 1.6713 0.3266
H 3.2532 2.9809 -0.2872 0.4894
H -1.2230 2.9351 0.9798 0.3477
H -2.7432 -2.6505 0.5573 0.3722
H -2.0796 -1.2532 -1.3427 0.5276
H 3.2974 -4.4891 0.3398 0.3948
H 5.8637 -1.4432 -1.2480 0.4979
H 3.1100 2.9842 1.4879 0.2773
H -2.5185 2.5677 -0.1664 0.4373
H 1.7953 -2.7628 1.3105 0.5191
```

Properties
- HOMO energy (hartree) = -0.284


version two takes first place; second place is 0.0247 hartree up.


Version one
DFT (ωB97M-V/def2-TZVPD) results for one molecule with the formula C5H6BrCl.

The geometry in XYZ format:
```
13
Properties=species:S:1:pos:R:3:mulliken_charge:R:1
Br -2.5570 -0.9098 0.3066 -0.1817
Cl 0.7236 2.8061 -0.1210 -0.2034
C 0.5006 0.0798 0.0817 0.2879
C 0.5476 -1.3994 0.4922 -0.4789
C 0.1225 1.2780 0.7497 -0.5345
C -0.7084 -1.2357 -0.5178 -0.0837
C 0.0335 -0.1276 -1.2845 -0.4198
H -0.6160 0.6473 -1.7618 0.2747
H -0.9690 1.5896 0.9023 0.2625
H 0.3589 -1.5425 1.5421 0.3012
H 0.6382 -0.4962 -2.2491 0.1907
H 0.6307 1.2898 1.8026 0.3236
H 1.2948 -1.9796 0.0569 0.2613
```

Properties
- HOMO energy (hartree) = -0.314


Version two
DFT (ωB97M-V/def2-TZVPD) results for one molecule with the formula C5H6BrCl.

The geometry in XYZ format:
```
13
Properties=species:S:1:pos:R:3:mulliken_charge:R:1
Br -3.3061 -0.3778 0.0391 -0.1886
Cl -0.3816 3.0956 0.0096 -0.2110
C 0.8823 -0.1167 0.6738 -0.6659
C -1.6974 0.7001 0.3512 -0.4354
C -0.3452 0.2524 -0.0690 0.4125
C -0.9790 1.5107 -0.6392 -0.0326
C 0.4967 -0.8197 -0.5637 -0.4810
H 0.8802 -0.7090 1.5278 0.2311
H 0.1618 -1.8054 -0.5328 0.2181
H -1.9745 1.0894 1.3068 0.3518
H 1.6889 0.6809 0.8809 0.1903
H -1.0902 1.4058 -1.6776 0.3818
H 1.0484 -0.7299 -1.4824 0.2289
```

Properties
- HOMO energy (hartree) = -0.362


Version three
DFT (ωB97M-V/def2-TZVPD) results for one molecule with the formula C5H6BrCl.

The geometry in XYZ format:
```
13
Properties=species:S:1:pos:R:3:mulliken_charge:R:1
Br 2.9183 -0.3669 0.0661 -0.1375
Cl -2.7963 -0.9448 0.0688 -0.1746
C 1.1991 0.3431 0.0120 -0.1860
C -1.1802 -1.4431 -0.0825 -0.3404
C -0.2034 -0.0039 -0.0100 0.2978
C 0.3310 0.8267 1.1664 -0.4342
C 0.3571 0.8193 -1.0410 -0.3426
H -0.9922 -1.7771 -1.1395 0.2783
H -0.8818 -2.0842 0.8256 0.2796
H 0.5233 0.3782 -2.0682 0.2273
H 0.1842 1.9931 -1.1319 0.1210
H 0.4650 0.2628 2.1039 0.2601
H 0.0761 1.9969 1.2302 0.1511
```

Properties
- HOMO energy (hartree) = -0.341


version two takes first place; second place is 0.0312 hartree up.


Version one
DFT (ωB97M-V/def2-TZVPD) results for a 2-piece molecular cluster, C4H7O2P overall.

The geometry in XYZ format:
```
14
Properties=species:S:1:pos:R:3:mulliken_charge:R:1
P 2.3712 -0.0305 0.7447 0.5735
O 3.1824 -0.5948 1.8814 -0.6024
O -0.6945 -0.0652 0.6879 -0.4311
C -1.4574 -1.2049 0.5375 -0.3246
C 2.1413 -0.6567 -0.7966 -0.6168
C -2.0690 -1.4075 -0.7616 -0.5035
C -2.5947 -1.2645 -1.8293 0.0441
H 1.7564 1.1385 1.3210 0.1107
H -0.7108 -2.1338 0.7324 0.2286
H 2.8419 -1.3847 -1.0940 0.3029
H -1.1279 0.7126 0.2188 0.3021
H 1.5606 -0.0529 -1.5722 0.2147
H -2.3473 -1.1336 1.2160 0.2459
H -3.1493 -1.2863 -2.6931 0.4557
```

Properties
- HOMO energy (hartree) = -0.334


Version two
DFT (ωB97M-V/def2-TZVPD) results for one molecule with the formula C4H7O2P.

The geometry in XYZ format:
```
14
Properties=species:S:1:pos:R:3:mulliken_charge:R:1
P -1.3192 -1.0448 -0.2444 0.1389
O -2.8858 -0.7850 0.4093 -0.5155
O 2.2846 -1.8421 0.0057 -0.4664
C 0.3637 1.1733 -0.0468 -0.1096
C -0.8375 0.7620 -0.3916 -0.4506
C 1.3894 0.3941 0.6474 -0.7166
C 1.8112 -0.7916 -0.3296 -0.2573
H -1.5218 1.5832 -0.5833 0.3717
H -1.4970 -0.8918 -1.6126 0.0310
H 0.9159 0.0951 1.5511 0.3567
H 1.3950 -0.7274 -1.2693 0.5731
H 2.1923 0.9512 0.9341 0.4414
H -2.8237 -1.1086 1.2745 0.3136
H 0.5328 2.2323 -0.3446 0.2898
```

Properties
- HOMO energy (hartree) = -0.344


version two takes first place; second place is 0.0760 hartree up.


Version one
DFT (ωB97M-V/def2-TZVPD) results for one molecule with the formula C8H16O2.

The geometry in XYZ format:
```
26
Properties=species:S:1:pos:R:3:mulliken_charge:R:1
O -1.7562 -0.2032 1.9270 -0.4758
O -0.6026 -2.0386 0.1856 -0.6787
C 1.8630 -0.3879 -0.1610 -0.4278
C -0.8480 -0.5356 -1.6814 -2.2416
C 0.3676 1.6266 0.1107 -1.6709
C -3.0936 0.1627 0.0245 -1.1930
C -1.9427 -0.1913 0.5797 0.0863
C 3.0563 0.1712 0.6074 -1.4510
C 0.5251 0.1307 0.3798 0.2536
C -0.6986 -0.6636 -0.1639 1.7076
H -3.9339 0.4540 0.6347 0.2584
H -1.6618 -1.1723 -2.0194 0.5129
H -0.6387 1.9566 0.3565 0.4195
H -3.2497 0.1742 -1.0343 0.2999
H 0.0659 -0.8642 -2.1715 0.4660
H 0.5614 1.8557 -0.9349 0.3551
H -1.0531 0.4897 -1.9697 0.4168
H 3.9777 -0.2870 0.2533 0.4128
H -2.5931 -0.0117 2.3676 0.3555
H 2.9560 -0.0380 1.6701 0.3286
H 0.1146 -2.4324 -0.3226 0.4377
H 1.8936 -1.4773 -0.0762 0.2696
H 1.0656 2.1949 0.7193 0.4236
H 0.5161 -0.0344 1.4617 0.5114
H 3.1411 1.2460 0.4731 0.3460
H 1.9679 -0.1250 -1.2162 0.2778
```

Properties
- HOMO energy (hartree) = -0.330


Version two
DFT (ωB97M-V/def2-TZVPD) results for a 2-piece molecular cluster, C8H16O2 overall.

The geometry in XYZ format:
```
26
Properties=species:S:1:pos:R:3:mulliken_charge:R:1
O -1.7216 0.7462 -3.9079 -0.3791
O 1.0155 -2.3657 2.6003 -0.3770
C 1.8622 -1.2096 2.4759 -0.3703
C -1.9759 3.1752 -3.7614 -0.3510
C 2.6419 -1.2241 3.8279 -0.4334
C 2.8287 -2.7304 4.0612 -0.4916
C 1.6054 -3.3495 3.4054 -0.4259
C -2.2562 2.5642 -2.4455 -0.4259
C -1.9678 1.9606 -4.6777 -0.5070
C -2.4210 1.0386 -2.7129 -0.4769
H -2.7204 3.9687 -3.9652 0.2711
H -3.1867 2.9426 -1.9804 0.2668
H -1.4166 2.8111 -1.7676 0.2335
H 2.9918 -2.9766 5.1281 0.3068
H -3.4835 0.8805 -2.9802 0.2679
H -0.9815 3.6566 -3.6912 0.2045
H 1.7748 -4.3578 2.9809 0.2728
H 3.6997 -3.1080 3.4917 0.2553
H 3.6125 -0.6934 3.8696 0.3113
H -1.1669 1.9928 -5.4412 0.3137
H 1.9824 -0.7804 4.5984 0.2462
H 2.3799 -1.3786 1.5121 0.2415
H -2.1606 0.3088 -1.9224 0.3143
H 0.7965 -3.4323 4.1567 0.2351
H 1.2035 -0.3283 2.3542 0.2293
H -2.9364 1.8888 -5.2088 0.2683
```

Properties
- HOMO energy (hartree) = -0.343


version one takes first place; second place is 0.0504 hartree up.


Version one
DFT (ωB97M-V/def2-TZVPD) results for one molecule with the formula C5H6ClNS.

The geometry in XYZ format:
```
14
Properties=species:S:1:pos:R:3:mulliken_charge:R:1
Cl 2.2182 -2.2061 0.1173 -0.1935
S -1.1469 -0.6907 -1.9157 -0.0479
N -1.2238 0.6985 -0.9327 -0.5587
C -0.2655 -1.8912 -0.9069 -0.7056
C -0.3264 0.8581 -0.0224 0.9180
C -0.3925 2.0621 0.8487 -1.1754
C 0.7688 -0.0325 0.3691 -0.4330
C 0.8527 -1.2520 -0.1657 0.2508
H -0.5070 1.7840 1.9089 0.2877
H 0.5357 2.6760 0.8337 0.3116
H -0.9373 -2.4173 -0.2408 0.3237
H -1.1852 2.7662 0.5506 0.3308
H 1.4897 0.3120 1.1321 0.3213
H 0.1195 -2.6671 -1.5761 0.3703
```

Properties
- HOMO energy (hartree) = -0.309


Version two
DFT (ωB97M-V/def2-TZVPD) results for one molecule with the formula C5H6ClNS.

The geometry in XYZ format:
```
14
Properties=species:S:1:pos:R:3:mulliken_charge:R:1
Cl -2.1289 -1.5091 0.0209 -0.1736
S 1.8617 -1.5700 -0.6880 -0.2112
N 1.7040 1.9145 0.1114 -0.4529
C 0.0504 -0.0145 0.3375 -0.2044
C 0.9745 1.0478 0.1490 0.1126
C 0.9731 -1.2094 0.7631 -0.7001
C -1.8111 1.1608 -0.6415 -1.2402
C -1.3006 -0.0339 -0.0150 0.8785
H -1.1008 1.9882 -0.5953 0.3179
H 3.3435 -1.9363 -0.1140 0.1574
H 1.8093 -0.6163 1.2591 0.2973
H -2.7020 1.6215 -0.4065 0.4116
H -2.0541 0.9472 -1.6218 0.3405
H 0.3811 -1.7904 1.4413 0.4667
```

Properties
- HOMO energy (hartree) = -0.338


version one takes first place; second place is 0.0767 hartree up.